No. 1
{"formula": "H16KrO8", "method": "the ωB97M-V functional and the def2-TZVPD basis", "elements": ["Kr", "O", "H", "H", "O", "H", "H", "O", "H", "H", "O", "H", "H", "O", "H", "H", "O", "H", "H", "O", "H", "H", "O", "H", "H"], "positions_angstrom": [[-5.0442, -8.5162, 13.7380], [-8.1028, -7.4301, 16.1001], [-8.2713, -6.8024, 15.3973], [-7.2825, -7.1341, 16.4947], [-4.5254, -6.2631, 11.0917], [-3.7578, -6.6280, 11.5320], [-4.1648, -5.6685, 10.4340], [-1.1699, -7.0944, 14.7208], [-1.0264, -6.1714, 14.9297], [-1.9957, -7.3127, 15.1528], [-2.8531, -8.3943, 17.1314], [-3.7373, -8.0411, 17.0330], [-2.9625, -9.3416, 17.0482], [-4.9339, -8.6665, 9.5257], [-5.0740, -8.0717, 10.2624], [-4.3273, -8.1989, 8.9516], [-6.8048, -10.3237, 10.6361], [-6.2510, -9.8898, 9.9870], [-6.1895, -10.7802, 11.2098], [-6.6858, -5.1290, 12.9124], [-6.4434, -4.2147, 13.0586], [-5.9506, -5.4967, 12.4219], [-2.3131, -7.2004, 12.2456], [-2.0841, -7.0906, 13.1684], [-1.5132, -7.5322, 11.8377]], "nbo_charge": [0.00, -0.94, 0.48, 0.46, -1.00, 0.51, 0.47, -0.94, 0.48, 0.49, -0.95, 0.47, 0.48, -0.97, 0.50, 0.47, -0.96, 0.49, 0.46, -0.96, 0.46, 0.49, -0.99, 0.50, 0.49], "gap_ev": 10.60, "homo_ev": -10.57, "relative_energy_kj_mol": 1.0}

No. 2
{"formula": "H16NO6", "method": "the ωB97M-V functional and the def2-TZVPD basis", "elements": ["N", "H", "H", "H", "H", "H", "H", "O", "H", "H", "O", "H", "H", "O", "H", "H", "O", "H", "H", "O", "H", "H", "O"], "positions_angstrom": [[-0.6847, 0.4067, -0.3774], [-0.6112, -0.5325, -0.0209], [-0.1978, 1.1344, 0.3578], [-0.0795, 0.3641, -1.2428], [-1.6483, 0.6145, -0.6832], [-4.0379, 0.5134, 1.0421], [-4.3453, 0.2820, -0.5879], [-3.5833, 0.4730, 0.1281], [-1.5807, -2.2495, -0.8869], [-0.4110, -2.7864, -1.9314], [-0.7609, -2.0448, -1.3732], [3.2371, 1.1404, -2.1900], [2.3322, 1.0682, -0.8113], [2.4261, 0.8291, -1.7847], [1.8478, 2.7033, 0.7515], [2.0612, 1.2346, 1.1746], [1.3974, 1.8534, 0.9591], [-2.2393, -3.3957, 1.1796], [-3.3448, -3.4696, 0.0767], [-2.6190, -2.9977, 0.3861], [4.1995, 0.8959, 1.9658], [4.5703, 2.2099, 2.2697], [4.0717, 1.7533, 1.5985]], "nbo_charge": [-0.92, 0.45, 0.48, 0.46, 0.47, 0.51, 0.50, -1.00, 0.51, 0.51, -1.03, 0.50, 0.48, -0.98, 0.52, 0.49, -0.97, 0.50, 0.49, -0.96, 0.47, 0.49, -0.95], "gap_ev": 11.72, "total_charge": 1, "homo_ev": -14.43, "relative_energy_kj_mol": 209.0}

No. 3
{"formula": "H16O8", "method": "the ωB97M-V functional and the def2-TZVPD basis", "elements": ["O", "H", "H", "O", "H", "H", "O", "H", "H", "O", "H", "H", "O", "H", "H", "O", "H", "H", "O", "H", "H", "O", "H", "H"], "positions_angstrom": [[-0.9779, 0.0047, 0.0474], [-0.7219, 0.5121, -0.7733], [-1.1191, -0.8833, -0.1634], [-1.2174, 0.8201, 2.6299], [-1.3759, -0.0818, 2.7247], [-1.2113, 0.7602, 1.6703], [0.0003, -1.9766, 2.2886], [0.8049, -2.3385, 2.6194], [-0.1779, -2.4402, 1.4566], [0.0962, 0.7334, -2.6866], [-0.0311, 1.6620, -2.6782], [-0.3879, 0.3409, -3.4693], [1.6053, 0.2935, 0.7584], [0.6571, 0.1307, 0.6308], [1.7765, 0.8304, 1.5186], [2.7423, 0.2745, -1.6674], [2.2545, 0.3401, -0.8193], [1.9866, 0.5965, -2.2663], [-0.8295, -2.8292, -0.1906], [-0.1751, -2.9193, -0.8838], [-0.9860, -3.7265, 0.1247], [-0.6002, 3.1567, -0.1031], [-0.6899, 3.3535, -1.0324], [-1.4225, 3.3861, 0.2643]], "nbo_charge": [-0.98, 0.51, 0.50, -0.96, 0.46, 0.48, -0.97, 0.47, 0.47, -0.96, 0.48, 0.50, -0.99, 0.50, 0.49, -0.99, 0.49, 0.46, -0.96, 0.49, 0.49, -0.92, 0.45, 0.47], "gap_ev": 9.60, "smiles": "O.O.O.O.O.O.O.O", "homo_ev": -9.84, "relative_energy_kj_mol": 237.2}

No. 4
{"formula": "H16O8", "method": "the ωB97M-V functional and the def2-TZVPD basis", "elements": ["O", "H", "H", "O", "H", "H", "O", "H", "H", "O", "H", "H", "O", "H", "H", "O", "H", "H", "O", "H", "H", "O", "H", "H"], "positions_angstrom": [[-2.9207, 3.2000, 0.4011], [-3.2405, 3.5200, -0.4424], [-2.2166, 2.5919, 0.1757], [1.5328, 4.4996, -2.3710], [1.9782, 5.2034, -1.8992], [2.1129, 3.7439, -2.2783], [-2.4567, -5.4831, 1.4932], [-1.5013, -5.4770, 1.4346], [-2.6728, -6.3643, 1.7984], [0.4165, 4.5835, 2.9344], [0.0729, 4.8204, 3.7959], [-0.3543, 4.3161, 2.4338], [4.2730, 0.6841, -1.9337], [4.8185, 0.7372, -1.1489], [4.8536, 0.3271, -2.6058], [-4.0017, -1.8306, -3.0139], [-4.6683, -1.1446, -2.9781], [-3.5700, -1.7905, -2.1605], [-0.0475, -0.2143, -0.0649], [0.5922, -0.5581, 0.5586], [0.4772, 0.0805, -0.8092], [1.9009, -5.0796, 1.9563], [1.7705, -5.3379, 2.8687], [2.8513, -5.0279, 1.8550]], "nbo_charge": [-0.94, 0.47, 0.47, -0.94, 0.47, 0.47, -0.94, 0.47, 0.46, -0.94, 0.47, 0.47, -0.94, 0.47, 0.47, -0.94, 0.47, 0.47, -0.94, 0.47, 0.47, -0.94, 0.47, 0.47], "gap_ev": 11.60, "smiles": "O.O.O.O.O.O.O.O", "homo_ev": -11.28, "relative_energy_kj_mol": 273.8}

No. 5
{"formula": "H16O8", "method": "the ωB97M-V functional and the def2-TZVPD basis", "elements": ["O", "H", "H", "O", "H", "H", "O", "H", "H", "O", "H", "H", "O", "H", "H", "O", "H", "H", "O", "H", "H", "O", "H", "H"], "positions_angstrom": [[2.1124, 1.4377, 2.3264], [1.9132, 1.9548, 3.1157], [1.3485, 0.8532, 2.2174], [-0.7551, -1.9549, 3.1097], [-0.3860, -2.0263, 2.2237], [-1.3912, -1.2360, 3.0428], [-0.0500, 0.0258, 0.7469], [0.6164, -0.6004, 0.3993], [-0.7835, -0.0248, 0.1197], [0.8375, 3.0186, 0.5131], [0.4427, 2.1609, 0.3203], [1.5929, 2.8011, 1.0802], [0.9632, 0.1098, -2.7146], [1.6311, 0.0832, -2.0176], [0.2628, 0.6669, -2.3586], [1.9502, -1.7248, -0.1549], [1.3346, -2.2638, -0.6722], [2.7527, -2.2558, -0.1011], [-1.7544, 0.8060, -1.5250], [-1.8679, 1.7165, -1.8311], [-2.5711, 0.6097, -1.0458], [-2.6395, -1.7491, -2.3777], [-2.0408, -1.0502, -2.0601], [-3.5185, -1.3582, -2.3565]], "nbo_charge": [-0.96, 0.47, 0.49, -0.94, 0.47, 0.47, -1.00, 0.50, 0.48, -0.98, 0.47, 0.49, -0.95, 0.48, 0.47, -0.97, 0.49, 0.50, -0.98, 0.50, 0.49, -0.94, 0.48, 0.46], "gap_ev": 10.35, "smiles": "O.O.O.O.O.O.O.O", "homo_ev": -10.63, "relative_energy_kj_mol": 208.6}

No. 6
{"formula": "H16O8", "method": "the ωB97M-V functional and the def2-TZVPD basis", "elements": ["O", "H", "H", "O", "H", "H", "O", "H", "H", "O", "H", "H", "O", "H", "H", "O", "H", "H", "O", "H", "H", "O", "H", "H"], "positions_angstrom": [[-36.6922, 23.3301, 19.7391], [-36.6036, 22.5627, 20.3560], [-37.5076, 23.8066, 20.0582], [-35.3535, 27.9950, 19.4491], [-36.2374, 27.9167, 19.6082], [-35.0530, 27.0384, 19.5871], [-34.4863, 25.5622, 24.6267], [-34.7898, 25.4250, 23.7610], [-34.6058, 24.6602, 25.0750], [-38.3669, 26.2509, 20.7773], [-38.8448, 26.4813, 19.9776], [-38.8644, 25.3617, 21.0410], [-33.7353, 29.2890, 23.6729], [-34.1813, 28.7247, 24.3658], [-33.9542, 28.7733, 22.9929], [-37.4252, 27.2313, 24.0317], [-36.7144, 26.9399, 23.4714], [-36.9767, 27.7329, 24.6819], [-33.8222, 28.0770, 21.6770], [-32.8955, 27.8183, 21.2398], [-34.1839, 28.1398, 20.8807], [-35.8810, 26.1243, 22.2021], [-35.2995, 26.9716, 22.1512], [-36.3962, 26.2386, 21.3657]], "nbo_charge": [-0.94, 0.48, 0.46, -0.93, 0.47, 0.47, -0.95, 0.48, 0.47, -0.95, 0.48, 0.48, -0.93, 0.45, 0.45, -0.96, 0.47, 0.46, -0.94, 0.49, 0.48, -0.99, 0.49, 0.50], "gap_ev": 10.15, "smiles": "O.O.O.O.O.O.O.O", "homo_ev": -10.46, "relative_energy_kj_mol": 412.9}